[1]
{"formula": "C10H10CoN2O4S", "method": "ωB97M-V with the def2-TZVPD basis set", "s2": 6.047, "max_force_ha_per_bohr": 0.1694, "spin_multiplicity": 5, "total_charge": 3, "orbital_gap_ev": [5.93, 4.64], "total_energy_ha": -2577.14982, "homo_energy_ev": [-17.542, -20.695], "species": ["Co", "O", "C", "C", "O", "C", "O", "C", "O", "C", "H", "H", "C", "H", "H", "C", "N", "C", "C", "N", "C", "S", "H", "H", "H", "H", "H", "H"], "positions_angstrom": [[-0.1595, -0.2263, -1.5156], [-0.0289, 2.5932, -0.8973], [-0.0652, 1.4798, -1.2197], [-0.1663, -1.8193, -2.2630], [-0.1812, -2.9176, -2.6505], [1.5488, -0.3095, -1.2498], [2.6535, -0.4878, -0.9589], [-1.8859, -0.0946, -1.5982], [-3.0430, -0.0831, -1.6482], [-0.1003, 0.5076, -4.7529], [-1.0070, 1.1228, -4.7756], [0.8603, 1.0344, -4.7374], [-0.1623, -0.8197, -4.8181], [0.7373, -1.4305, -4.8878], [-1.1139, -1.3428, -4.9145], [0.6732, -1.4329, 4.0222], [0.2723, -0.1418, 3.4613], [0.2909, 1.0415, 4.1850], [-0.1368, 2.0252, 3.3509], [-0.4353, 1.4351, 2.1386], [-0.1689, 0.0907, 2.1812], [-0.3354, -1.0449, 0.9250], [-0.1747, -2.1194, 4.1196], [1.4549, -1.9171, 3.4216], [1.0647, -1.2346, 5.0247], [0.6245, 1.0674, 5.2123], [-0.2169, 3.0835, 3.5109], [-0.7986, 1.9407, 1.3344]], "forces_ev_per_angstrom": [[0.0, 0.5, -1.0], [-0.1, -3.4, -0.5], [0.2, 6.6, 0.5], [-0.1, -6.3, -2.6], [0.0, 3.8, 1.6], [7.9, -1.8, 3.1], [-3.7, 1.0, -1.6], [-8.4, -0.6, 1.0], [4.2, 0.3, -0.3], [0.2, 4.8, -0.4], [0.2, -0.1, 0.0], [-0.2, -0.1, 0.0], [-0.2, -4.6, -1.1], [-0.1, 0.0, 0.0], [0.1, 0.0, 0.1], [0.3, -0.7, 0.5], [-0.1, 1.0, 0.8], [0.4, -2.6, -0.5], [-0.7, 0.3, -2.1], [0.4, 0.8, 1.0], [-0.2, -0.1, -0.4], [0.2, 0.4, 1.9], [0.0, 0.3, -0.2], [-0.2, 0.4, 0.1], [0.0, -0.1, -0.3], [0.0, 0.1, 0.0], [-0.2, 0.2, 0.1], [0.1, -0.2, 0.3]], "mulliken_charge": [0.879, -0.218, -0.262, -0.081, -0.178, 0.514, -0.184, 0.512, -0.179, -0.230, 0.353, 0.342, -0.311, 0.404, 0.420, -0.727, 0.168, 0.098, -0.464, 0.111, 0.046, -0.121, 0.361, 0.342, 0.295, 0.462, 0.461, 0.186]}



[2]
{"formula": "C10H10CrN2O4", "method": "ωB97M-V with the def2-TZVPD basis set", "s2": 3.891, "max_force_ha_per_bohr": 0.1903, "spin_multiplicity": 4, "total_charge": 3, "orbital_gap_ev": [3.51, 2.95], "de_lowest_kcal_mol": 16.16, "total_energy_ha": -1840.66348, "homo_energy_ev": [-19.358, -19.360], "species": ["Cr", "O", "C", "C", "O", "C", "O", "C", "O", "C", "H", "H", "C", "H", "H", "C", "N", "C", "C", "N", "C", "H", "H", "H", "H", "H", "H"], "positions_angstrom": [[-0.4793, 0.4309, 0.1078], [-1.0272, -2.4495, -0.7361], [-0.9531, -1.3243, -0.4360], [-0.3432, 2.3182, 0.0907], [-0.2677, 3.4789, -0.0214], [-1.6774, 0.3449, 1.5759], [-2.3970, 0.2594, 2.4894], [0.2387, 0.5297, -1.6429], [0.8026, 0.5197, -2.6632], [-4.7318, 1.3347, -2.3633], [-4.3906, 0.8738, -3.2951], [-5.3787, 0.7293, -1.7222], [-4.4262, 2.6046, -2.0613], [-4.7639, 3.0662, -1.1265], [-3.7628, 3.2003, -2.6985], [3.8623, -2.5514, 0.7517], [2.9353, -1.4762, 1.0792], [2.8593, -0.7406, 2.2601], [1.7797, 0.0906, 2.1309], [1.2005, -0.1530, 0.8844], [1.9464, -1.0785, 0.2633], [4.8742, -2.1532, 0.6117], [3.8602, -3.2975, 1.5543], [3.5287, -3.0262, -0.1798], [3.5513, -0.8691, 3.0683], [1.3674, 0.8191, 2.8125], [1.7923, -1.4809, -0.7340]], "forces_ev_per_angstrom": [[0.7, -0.2, 0.4], [0.1, 6.0, 1.5], [-1.0, -9.2, -2.0], [0.9, 9.7, -0.3], [-0.4, -6.3, 0.6], [-5.7, -0.7, 7.8], [3.8, 0.5, -4.9], [4.6, 0.3, -8.2], [-3.1, 0.1, 5.2], [-0.3, -1.7, -0.4], [-0.2, 0.2, 0.3], [0.1, 0.2, -0.2], [1.0, 1.5, 0.8], [-0.1, -0.1, -0.5], [-0.5, -0.1, 0.1], [0.7, -0.6, -0.2], [-1.2, 0.8, -0.5], [-0.9, 0.2, -0.9], [0.2, -0.3, 0.1], [-0.5, 0.6, -0.1], [1.3, -1.0, 0.8], [-0.3, -0.1, 0.1], [0.0, 0.2, -0.2], [0.1, 0.1, 0.3], [0.2, 0.0, 0.2], [0.1, -0.1, 0.1], [0.1, 0.0, 0.3]], "mulliken_charge": [-0.589, -0.062, 0.652, 0.652, -0.050, 0.676, -0.052, 0.621, -0.057, -0.403, 0.314, 0.311, -0.415, 0.316, 0.320, -0.757, 0.115, -0.521, -0.474, 0.344, -0.222, 0.357, 0.374, 0.288, 0.498, 0.460, 0.307]}



[3]
{"formula": "C10H10IN4O2Ru", "method": "ωB97M-V with the def2-TZVPD basis set", "max_force_ha_per_bohr": 0.0082, "total_charge": 1, "orbital_gap_ev": [7.41, 7.41], "de_lowest_kcal_mol": 0.00, "total_energy_ha": -1148.69461, "homo_energy_ev": [-11.594, -11.595], "species": ["Ru", "O", "N", "N", "O", "C", "C", "C", "C", "C", "C", "H", "H", "H", "H", "H", "I", "C", "C", "N", "N", "C", "H", "H", "H", "C", "H", "H"], "positions_angstrom": [[1.3832, -1.2017, -1.2170], [0.8652, 0.2459, -2.6391], [-0.0639, 1.1518, -2.1315], [-0.6094, 0.7106, -1.0927], [-0.2052, -0.3084, -0.4042], [-1.7532, 1.4310, -0.5701], [-2.0132, 1.3468, 0.7874], [-3.1049, 2.0382, 1.2829], [-3.9040, 2.7872, 0.4287], [-3.6221, 2.8490, -0.9299], [-2.5370, 2.1640, -1.4481], [-1.3780, 0.7595, 1.4327], [-3.3308, 1.9930, 2.3389], [-4.7564, 3.3229, 0.8236], [-4.2540, 3.4243, -1.5918], [-2.3108, 2.1856, -2.5039], [3.7858, -5.6032, 2.3524], [3.0136, -3.8179, 1.6985], [2.8044, -2.6729, 2.4359], [2.2802, -1.7592, 1.6038], [2.1405, -2.2436, 0.3592], [2.5822, -3.5011, 0.4072], [2.9907, -2.4548, 3.4736], [2.0361, -0.8009, 1.7887], [2.5675, -4.1245, -0.4722], [2.1854, 0.4199, -1.9699], [2.2654, 1.3983, -1.5035], [2.9426, 0.2600, -2.7393]], "forces_ev_per_angstrom": [[-0.1, -0.2, 0.0], [0.3, 0.2, -0.1], [-0.4, -0.1, -0.1], [0.1, 0.1, 0.2], [0.0, 0.1, 0.0], [0.0, 0.0, -0.1], [0.0, 0.0, 0.0], [0.0, 0.0, 0.0], [0.0, 0.0, 0.0], [0.0, 0.0, 0.0], [0.0, 0.0, 0.0], [0.0, 0.0, 0.0], [0.0, 0.0, 0.0], [0.0, 0.0, 0.0], [0.0, 0.0, 0.0], [0.0, 0.0, 0.0], [0.0, 0.0, 0.0], [0.0, 0.0, 0.0], [0.0, 0.0, 0.0], [0.0, 0.0, 0.0], [0.1, -0.1, 0.1], [-0.1, 0.0, 0.0], [0.0, 0.0, 0.0], [0.0, 0.0, 0.0], [0.0, 0.0, 0.0], [0.0, 0.0, 0.0], [-0.1, 0.0, 0.0], [0.0, 0.0, 0.0]], "mulliken_charge": [0.973, -0.336, -0.344, 0.981, -0.803, 0.415, -0.366, -0.504, -0.463, -0.531, -0.266, 0.409, 0.376, 0.396, 0.385, 0.489, 0.216, -0.504, -0.073, -0.033, -0.165, -0.468, 0.472, 0.185, 0.468, -0.431, 0.219, 0.300]}